1.
Here is an isolated molecule of C5H10N2O from OMol25. Energies are from ωB97M-V/def2-TZVPD.

Last column: Mulliken charge in e.
Element x y z (Å)
C -1.00176 1.25802 -0.89287  -0.81
C 0.32832 1.27717 -1.13129  -0.30
C -1.42153 0.26782 0.10841  0.28
C 2.20791 0.29275 0.33078  -0.97
C -0.28907 -1.88553 0.10639  -1.00
N 0.97330 0.27216 -0.43613  -0.05
N -0.19962 -0.43972 0.36490  -0.16
O -1.96914 0.87500 1.28300  -0.55
H -1.71811 1.69249 -1.51052  0.43
H 0.80645 1.95098 -1.80656  0.43
H -2.00733 -0.57509 -0.29386  0.27
H 2.51539 -0.57921 0.73685  0.30
H 3.03985 0.68327 -0.25301  0.38
H 2.21993 1.11984 1.04590  0.34
H -0.47778 -2.10345 -0.90199  0.35
H 0.51754 -2.29476 0.55708  0.34
H -1.15551 -2.10709 0.73510  0.40
H -2.36883 0.29536 1.95782  0.31

Relative energy (zero: lowest compared OMol25 entry of this formula, charge and spin) (eV): 3.732
HOMO-LUMO gap (eV): 8.847
Max |F| (eV/Å): 5.2
E_LUMO (eV): 1.004
DFT total energy (Eh): -381.14829
Structure (SMILES): CN1C=C[C@H](O)N1C



2.
Here is a structure of composition C29H34Br4Cl48NbOS from OMol25. Energies are from ωB97M-V/def2-TZVPD.

Last column: Mulliken charge in e.
Element x y z (Å)
C 3.64892 6.55575 1.57679  -1.36
C 4.04507 5.13728 1.01759  0.33
C 4.62952 5.28625 -0.44289  -0.50
C 5.99836 4.49705 -0.48843  -0.81
C 6.54438 4.23582 -1.95072  -0.85
C 7.12075 2.77347 -2.07575  -0.57
C 6.52765 2.07706 -3.37642  -0.17
C 5.76207 0.73971 -3.00879  -0.20
C 4.26362 0.93266 -3.46526  0.27
C 3.50614 1.84235 -2.40962  1.05
C 3.20850 1.00030 -1.08973  -0.51
Nb 1.22402 1.67713 -0.12122  -0.39
O 2.16849 2.37229 1.58727  -0.73
S 0.09487 1.00752 -2.24959  -0.24
C 0.87293 -0.43079 0.65964  0.70
Br -0.64218 -1.46657 -0.15997  -0.21
C 1.56929 -1.13687 1.60909  -0.14
C 2.81018 -0.51495 2.28172  -0.66
Br 1.04796 -2.96221 2.13001  -0.26
C -0.73780 2.52337 0.80512  -0.62
Br -1.56238 1.27336 2.13291  -0.12
C -1.79986 3.13893 -0.18000  0.43
C -2.84852 2.08352 -0.75178  -0.91
Br -1.08283 4.35021 -1.56766  -0.12
H 3.09115 6.47719 2.54457  0.37
H 4.58700 7.13778 1.71603  0.33
H 2.97350 7.08309 0.86199  0.32
H 4.84954 4.73088 1.68148  0.30
H 3.19445 4.42066 0.98905  -0.31
H 4.83989 6.33942 -0.73774  0.27
H 3.93877 4.78948 -1.15981  0.28
H 5.82360 3.52714 0.03455  0.33
H 6.76997 5.05990 0.08891  0.36
H 7.37881 4.96354 -2.12910  0.41
H 5.72019 4.46424 -2.66142  0.46
H 6.94061 2.15680 -1.16177  0.42
H 8.23723 2.83093 -2.17972  0.37
H 7.37160 1.86489 -4.08539  -0.50
H 5.84315 2.76465 -3.93235  0.58
H 5.81145 0.54882 -1.91059  0.42
H 6.24481 -0.10819 -3.55533  0.00
H 3.76404 -0.07148 -3.50639  -1.15
H 4.24001 1.35834 -4.50125  0.52
H 4.18678 2.70803 -2.21457  -0.74
H 2.58786 2.25619 -2.87600  0.22
H 4.04088 1.19278 -0.36821  0.17
H 3.19871 -0.07291 -1.39398  0.29
H 1.60179 3.31053 -0.87684  0.14
H 1.60277 2.10235 2.32628  0.21
H 0.76882 -0.09182 -2.73409  -0.09
H 3.46593 -1.28153 2.76167  0.41
H 2.50946 0.17152 3.11643  0.20
H 3.41663 0.07651 1.56744  -0.02
H -0.36911 3.37939 1.43415  0.60
H -2.43940 3.81144 0.44908  -0.02
H -2.80217 2.18500 -1.86362  0.31
H -2.55492 1.03882 -0.51481  0.17
H -3.87352 2.34309 -0.39770  0.29
C 9.43900 -2.07954 -3.34706  0.26
Cl 9.05137 -0.59434 -2.46127  -0.05
Cl 10.47640 -1.67977 -4.72491  -0.07
Cl 10.28652 -3.20715 -2.27140  -0.11
Cl 7.94245 -2.82901 -3.93034  -0.06
C -2.38958 -2.54976 4.49234  0.32
Cl -3.20853 -0.98940 4.30601  -0.06
Cl -0.74439 -2.28301 5.09495  -0.09
Cl -3.28752 -3.55414 5.65130  -0.14
Cl -2.32535 -3.37319 2.92564  -0.07
C 10.64233 2.04860 -6.66350  0.24
Cl 9.77901 1.46351 -5.23389  0.00
Cl 11.79599 0.81321 -7.20651  -0.12
Cl 9.48166 2.38340 -7.96105  -0.11
Cl 11.51493 3.53642 -6.25217  -0.04
C 11.17324 7.44742 -4.40089  0.36
Cl 10.78713 6.77763 -2.80668  -0.08
Cl 11.92417 9.04230 -4.20773  -0.10
Cl 12.29817 6.36309 -5.24000  -0.09
Cl 9.68651 7.60426 -5.35193  -0.10
C -7.50648 -1.60928 4.86166  0.30
Cl -8.86474 -2.48653 4.13400  -0.07
Cl -6.86917 -0.43413 3.69946  -0.07
Cl -8.06552 -0.75937 6.31726  -0.11
Cl -6.23027 -2.75723 5.30372  -0.03
C -10.52361 -6.32691 4.48283  0.21
Cl -9.22804 -5.53344 5.39418  -0.03
Cl -12.05088 -5.46864 4.75964  -0.11
Cl -10.13193 -6.29338 2.75563  -0.04
Cl -10.68564 -8.00970 5.02043  -0.03
C -12.01218 -8.01318 -0.73499  0.20
Cl -10.33223 -8.15917 -1.29487  -0.06
Cl -13.13174 -8.54397 -2.00521  -0.06
Cl -12.23876 -9.04037 0.69400  -0.06
Cl -12.35102 -6.32497 -0.31195  -0.07
C -10.96545 -7.07659 -5.30970  0.32
Cl -11.21160 -6.41249 -3.68689  -0.02
Cl -10.17897 -8.66107 -5.18385  -0.10
Cl -12.53414 -7.25908 -6.11747  -0.10
Cl -9.93924 -5.98005 -6.25089  -0.10
C -12.57528 -11.56658 4.75556  0.33
Cl -11.31876 -10.82254 5.76344  -0.09
Cl -12.20827 -13.28761 4.54334  -0.10
Cl -14.14785 -11.39260 5.55425  -0.10
Cl -12.63531 -10.78006 3.16679  -0.01
C -3.87992 5.70474 3.37748  0.25
Cl -3.16566 4.12050 3.03913  0.00
Cl -3.64800 6.10779 5.09027  -0.12
Cl -3.09429 6.93425 2.37000  -0.11
Cl -5.61605 5.66326 3.01175  -0.12
C -9.00975 -1.28183 10.68620  0.32
Cl -7.71470 -0.48767 11.60085  -0.10
Cl -10.53829 -0.42472 10.96139  -0.11
Cl -8.61712 -1.25325 8.95631  -0.01
Cl -9.16988 -2.96290 11.22763  -0.11
C 2.94651 -2.78361 -5.26238  0.28
Cl 1.62006 -3.64885 -6.06129  -0.12
Cl 3.61389 -1.57129 -6.37088  -0.11
Cl 2.33887 -1.98115 -3.80666  -0.07
Cl 4.21843 -3.93692 -4.81440  -0.10

HOMO-LUMO gap (eV): 6.100
Max |F| (eV/Å): 3.2
E_LUMO (eV): 0.778
Total charge: -1
DFT total energy (Eh): -34040.80037